17
Properties=species:S:1:pos:R:3 method="wB97M-V/def2-TZVPD" e_above_lowest_kcal_mol=8.5 energy_ev=-9432.523 homo_lumo_gap_ev=8.11 total_charge=-1
C 2.91711 0.25457 0.21794
H -2.50266 1.80185 1.46576
O -1.82137 2.06223 0.83862
O -1.73425 -1.82775 -1.64243
H 1.60121 -1.09097 -0.84255
H -1.32121 -1.34048 -0.86276
H -1.41466 1.12515 0.55739
H 0.58949 -1.34202 1.15936
H 2.77523 1.31901 0.51185
H 3.62560 0.02686 -0.57914
H 1.19017 0.66827 -1.00294
H 3.17283 -0.17485 1.21360
C 1.49854 -0.13148 -0.33095
C 0.37686 -0.29227 0.73840
H -1.71082 -1.18308 -2.34160
O -0.85952 -0.15399 0.20719
H 0.45839 0.40354 1.60793

17
Properties=species:S:1:pos:R:3 method="wB97M-V/def2-TZVPD" e_above_lowest_kcal_mol=72.8 energy_ev=-31150.888 homo_lumo_gap_ev="7.71 / 7.48" total_charge=0
P 3.12266 0.50710 0.48373
H -0.08352 1.54050 -1.24282
H -1.59568 1.88160 -0.30216
C -0.72899 1.25750 -0.41319
H 0.77901 -3.32911 -0.04606
P 0.33139 -1.12304 0.59911
H -3.19727 0.16599 0.30355
H -2.45111 -1.42579 0.82471
H -1.40583 -0.59821 -1.11585
H -2.25078 -0.02235 1.73970
C -2.29388 -0.40450 0.79139
H 2.77434 -1.56324 -0.74094
C -1.07777 -0.19210 -0.20878
H 2.23711 1.73773 0.31823
H 4.07021 0.61442 -0.43841
P 1.78307 -0.60530 -0.91253
H -0.01296 1.55877 0.36032

Strongest force on any atom readings, ordered: 2.14; 5.24 eV Å⁻¹